Here is an isolated molecule of C17H15BrN2O3S in a non-equilibrium geometry from the Open Molecules 2025 dataset. Energies are from ωB97M-V/def2-TZVPD.

Calculated values
HOMO energy   -8.821 eV
SMILES   O=C1[C@@H]2C[C@@H](O)CN2C(=O)c2ccccc2N1Cc1cc(Br)cs1

```
39
C17H15BrN2O3S ωB97M-V/def2-TZVPD
O -2.4317 -0.1717 1.5170
C -1.3560 0.2260 1.1260
C -1.2203 1.6068 0.4421
C -2.5448 2.2237 -0.0384
C -2.7806 1.6182 -1.4208
O -3.7192 2.3358 -2.1964
C -1.3366 1.6723 -2.0282
N -0.4903 1.4978 -0.8291
C 0.7930 1.0184 -0.8971
O 1.2935 0.8859 -1.9914
C 1.6016 0.7985 0.2878
C 2.9170 1.2984 0.3022
C 3.7243 1.1076 1.4117
C 3.2476 0.4058 2.5005
C 1.9290 -0.1086 2.5279
C 1.0958 0.0590 1.4069
N -0.1874 -0.4994 1.4125
C -0.3045 -1.9621 1.5687
C -0.1848 -2.6125 0.2249
C 0.8250 -3.4330 -0.2005
C 0.8007 -3.6665 -1.6444
Br 2.1634 -4.6995 -2.4606
C -0.2198 -3.0213 -2.2604
S -1.2067 -2.1526 -1.1268
H -0.6967 2.3174 1.0776
H -2.4864 3.3294 -0.0801
H -3.3524 2.0130 0.6546
H -3.0252 0.5527 -1.2658
H -4.5687 2.3755 -1.7200
H -1.1871 0.8875 -2.7883
H -1.1035 2.6238 -2.5371
H 3.3830 1.7980 -0.5505
H 4.7339 1.4818 1.3899
H 3.8889 0.2806 3.3640
H 1.6043 -0.6166 3.4187
H -1.2590 -2.2301 2.0299
H 0.4466 -2.3733 2.2495
H 1.6017 -3.8379 0.4706
H -0.3878 -3.0288 -3.3469
```

Atom charges from the Mulliken analysis, given in e for atoms 1 to 4: number 1, O, carries -0.608; number 2, C, carries 0.269; number 3, C, carries -0.012; number 4, C, carries -1.131

Here is a structure of composition C32H35CrN5O4S in a non-equilibrium geometry from the Open Molecules 2025 dataset. Energies are from ωB97M-V/def2-TZVPD.

Calculated values
HOMO energy (alpha / beta)   -8.129 / -8.151 eV
Spin multiplicity   5
Energy above the lowest of the compared OMol25 structures with the same formula, charge and spin   159.41 kJ/mol

```
78
C32H35CrN5O4S ωB97M-V/def2-TZVPD
Cr 0.6670 -0.2070 0.1208
C 4.1225 -0.7927 -0.2877
C 4.4039 0.1599 0.8489
N 3.4798 1.2759 0.8980
C 3.6747 2.3331 -0.0882
C 3.0114 2.0873 -1.4477
S 1.2754 1.5342 -1.4168
C 2.1366 -1.6501 -2.6967
C 2.7274 -2.3361 -1.4718
N 2.7941 -1.4447 -0.2671
H 4.8982 -1.5622 -0.2728
H 4.2120 -0.2712 -1.2385
H 5.4502 0.4765 0.7372
H 4.3325 -0.3797 1.7999
H 3.4987 1.6727 1.8238
H 4.7460 2.5229 -0.2535
H 3.2463 3.2443 0.3294
H 3.6165 1.4141 -2.0595
H 2.9894 3.0379 -1.9770
H 2.5149 -0.6293 -2.7734
H 2.4366 -2.1961 -3.5926
H 3.7323 -2.6791 -1.7104
H 2.1576 -3.2265 -1.2213
H 2.7738 -2.0480 0.5475
O -0.0846 -6.3004 3.0741
C -0.0206 -5.2493 3.7497
O 0.1357 -5.0219 4.9703
C 0.0184 -3.9645 2.8734
C 0.4098 -2.7524 3.4298
C 0.5042 -1.6468 2.6234
N 0.2672 -1.7355 1.3124
C -0.1461 -2.8763 0.7568
C -0.2935 -4.0131 1.5166
C -0.2189 -2.7763 -0.7376
C -0.6617 -3.8504 -1.5408
C -0.6432 -3.7133 -2.9403
C -0.0580 -2.6168 -3.4834
C 0.5706 -1.5737 -2.6371
N 0.2173 -1.6553 -1.2291
C 0.7904 -0.2423 3.0503
C 0.8542 0.1648 4.3679
C 0.9493 1.5208 4.6385
C 0.9651 2.4251 3.5889
C 0.9262 1.9368 2.2986
N 0.8658 0.6322 2.0406
H 0.6258 -2.7307 4.4933
H -0.5998 -4.9668 1.1021
H -1.0489 -4.7464 -1.0697
H -1.0871 -4.4791 -3.5655
H -0.0150 -2.4718 -4.5598
H 0.2979 -0.5854 -3.0004
H 0.7973 -0.5683 5.1626
H 0.9888 1.8688 5.6645
H 1.0035 3.4943 3.7603
H 0.9579 2.5838 1.4280
C -5.5979 4.8717 -1.9223
C -4.7281 3.7028 -1.5288
C -5.0947 2.4031 -1.8172
C -4.3055 1.3047 -1.4791
C -4.8912 -0.0427 -1.8691
C -3.0709 1.5250 -0.8136
C -2.6956 2.8526 -0.4915
C -1.4198 3.2463 0.2295
C -3.5302 3.9009 -0.8585
C -2.1638 0.3554 -0.5118
O -2.4626 -0.7716 -0.8777
O -1.0575 0.6615 0.1637
H -6.5152 4.5389 -2.4098
H -5.0697 5.5343 -2.6113
H -5.8741 5.4655 -1.0482
H -6.0382 2.2225 -2.3256
H -5.8936 0.1132 -2.2760
H -4.9521 -0.7250 -1.0254
H -4.2820 -0.5478 -2.6192
H -0.5412 3.0063 -0.3674
H -1.3193 2.7218 1.1789
H -1.4364 4.3195 0.4225
H -3.2264 4.9149 -0.6114
```

Atom charges from the Mulliken analysis, given in e for atoms 1 to 4: number 1, Cr, carries -0.269; number 2, C, carries -0.837; number 3, C, carries -1.319; number 4, N, carries -0.035

Here is an isolated molecule of C3H10N2 in a non-equilibrium geometry from the Open Molecules 2025 dataset. Energies are from ωB97M-V/def2-TZVPD.

Calculated values
HOMO energy   -8.475 eV
SMILES   CCNCN
Energy above the lowest of the compared OMol25 structures with the same formula, charge and spin   74.36 kJ/mol

```
15
C3H10N2 ωB97M-V/def2-TZVPD
C 1.6637 -0.8879 0.5340
C 0.1979 -1.2658 0.3047
N -0.5117 -0.4272 -0.6272
C -1.0517 0.7684 -0.0025
N -1.3192 1.7829 -0.9729
H 2.2563 -1.1059 -0.3510
H 2.1210 -1.4481 1.3520
H 1.7038 0.1566 0.8097
H 0.0916 -2.3244 0.0998
H -0.2514 -1.2058 1.3095
H 0.1406 -0.1224 -1.3445
H -0.4472 1.1405 0.8427
H -1.9666 0.5121 0.5395
H -0.5752 1.9717 -1.6178
H -2.0519 2.4554 -0.8761
```

Atom charges from the Mulliken analysis, given in e for atoms 1 to 4: number 1, C, carries -1.024; number 2, C, carries -0.539; number 3, N, carries -0.381; number 4, C, carries -0.215

Looking at E for the records above, in order, we have -107873.1118; -88651.2326; -6252.6576 eV.